The following is a DFT calculation (ωB97M-V/def2-TZVPD) of a single C4H5NO2 molecule.

```
12
Properties=species:S:1:pos:R:3:nbo_charge:R:1
H -1.37 1.27 0.91 0.21
H -0.73 1.40 -0.78 0.21
C -1.05 0.73 0.02 -0.22
O 1.41 -1.70 -0.58 -0.55
C -1.53 -0.67 -0.30 -0.24
O 1.48 1.61 0.48 -0.49
H -2.32 -1.07 0.32 0.21
C 1.90 0.48 0.36 0.36
H -1.45 -1.15 -1.28 0.22
N -0.28 -0.43 0.34 -0.43
C 0.99 -0.68 -0.07 0.57
H 2.94 0.21 0.58 0.14
```

Calculated values
2S+1: 1
ΔE to the lowest compared entry with this formula, charge and spin (kcal per mole): 49.2
LUMO (eV): -0.1
Highest occupied orbital energy (eV): -9.9
Kohn-Sham gap (eV): 9.78
Maximum force (eV/Å): 0.70
DFT total energy (eV): -9812.1792
Molar mass (g/mol): 99.1